[1]
The following is a DFT calculation (ωB97M-V with the def2-TZVPD basis set) of a single C5H7NO3 molecule in a non-equilibrium geometry.

XYZ file:
```
16
C5H7NO3, DFT ωB97M-V with the def2-TZVPD basis set
C -0.87979 0.75670 0.91811
C 2.22704 0.23343 0.99688
C 1.25859 -0.00253 -0.12389
C -2.27281 0.24578 1.02797
C 1.74576 -0.36944 -1.46476
N -0.60602 1.96485 1.28011
O 3.41538 0.34682 0.88156
O -0.07321 0.00013 0.08590
O 0.45899 2.56739 1.44202
H 1.90579 0.36352 2.03626
H -2.60158 0.07648 -0.03022
H -2.86704 0.92546 1.53302
H -2.39792 -0.61974 1.76700
H 2.80458 -0.60011 -1.39066
H 1.62865 0.43298 -2.09053
H 1.22881 -1.08538 -1.94502
```

Results
Relative energy (zero: lowest compared OMol25 entry of this formula, charge and spin) in kcal/mol: 148.00
Largest force on an atom in eV Å⁻¹: 3.750
Kohn-Sham gap (spin up / spin down) in eV: 8.767 / 7.331

Mulliken atomic charge list, values in e, 8 entries: number 1, C, carries 0.587; number 2, C, carries -0.019; number 3, C, carries 0.550; number 4, C, carries -1.043; number 5, C, carries -1.366; number 6, N, carries 0.061; number 7, O, carries -0.515; number 8, O, carries -0.338

---

[2]
The following is a DFT calculation (ωB97M-V with the def2-TZVPD basis set) of a molecular structure, C3H4OS in a non-equilibrium geometry.

XYZ file:
```
9
C3H4OS, DFT ωB97M-V with the def2-TZVPD basis set
C 0.08585 -0.70719 0.22615
C 1.11292 0.32691 -0.23256
C -1.19619 0.06626 0.06169
H 1.64818 -0.01350 -1.12654
H 1.83071 0.64943 0.51039
H -1.59718 0.26678 1.06782
H -1.97165 -0.28994 -0.57045
O 0.32034 -1.78238 0.70724
S -0.23298 1.48364 -0.64374
```

Results
Relative energy (zero: lowest compared OMol25 entry of this formula, charge and spin) in kcal/mol: 9.81
Largest force on an atom in eV Å⁻¹: 1.527
Kohn-Sham gap in eV: 9.975

Mulliken atomic charge list, values in e, 8 entries: number 1, C, carries 0.303; number 2, C, carries -0.402; number 3, C, carries -0.432; number 4, H, carries 0.268; number 5, H, carries 0.311; number 6, H, carries 0.253; number 7, H, carries 0.345; number 8, O, carries -0.508

---

[3]
The following is a DFT calculation (ωB97M-V with the def2-TZVPD basis set) of 14 unconnected molecules or ions with the total composition H28O14 in a non-equilibrium geometry.

XYZ file:
```
42
H28O14, DFT ωB97M-V with the def2-TZVPD basis set
O 2.53018 -0.57663 0.07550
H 1.61010 -0.79851 0.11304
H 2.97055 -0.87549 0.86964
O -2.40832 -3.55147 -0.68989
H -1.64898 -4.15427 -0.68505
H -2.79191 -3.83650 -1.53120
O 0.67332 2.18711 -4.48962
H 0.13929 1.45351 -4.80773
H 1.52606 1.80281 -4.29031
O -0.92739 -0.57623 -2.47540
H -0.52061 -1.25770 -1.92230
H -1.77798 -0.60229 -2.00908
O 0.46039 1.36014 3.84545
H 0.96544 2.15674 4.06160
H 0.43002 1.47052 2.88951
O 1.23709 3.81241 -0.66770
H 1.30861 3.78431 -1.62972
H 1.91952 3.21546 -0.36126
O 0.29899 -4.63244 0.06369
H 0.71909 -4.54335 0.93325
H -0.58426 -4.48803 0.43520
O 1.62722 -2.39850 3.44428
H 1.35147 -2.83698 2.63886
H 0.78673 -1.99047 3.69767
O 1.89402 1.43280 -2.20335
H 2.17108 1.07908 -1.34641
H 2.64230 1.10754 -2.71805
O -0.60740 -1.01348 0.52170
H -0.59830 -0.21382 1.06637
H -1.37270 -1.37459 0.94871
O -2.53542 0.06451 2.38604
H -2.76507 0.89334 2.80048
H -3.30923 -0.48760 2.23880
O -4.11955 -0.18752 -0.12148
H -4.84410 -0.20455 -0.74778
H -3.66123 0.66087 -0.13957
O -2.04196 2.87138 -0.46471
H -1.50896 2.98185 0.31266
H -1.60942 2.82320 -1.31779
O 4.49249 1.93495 0.29644
H 4.25515 1.22777 0.90789
H 3.62371 2.28013 0.07162
```

Results
Relative energy (zero: lowest compared OMol25 entry of this formula, charge and spin) in kcal/mol: 70.02
Largest force on an atom in eV Å⁻¹: 2.063
Kohn-Sham gap in eV: 10.607

Mulliken atomic charge list, values in e, 8 entries: number 1, O, carries -0.590; number 2, H, carries 0.302; number 3, H, carries 0.298; number 4, O, carries -0.564; number 5, H, carries 0.296; number 6, H, carries 0.320; number 7, O, carries -0.586; number 8, H, carries 0.301

---

[4]
The following is a DFT calculation (ωB97M-V with the def2-TZVPD basis set) of a molecular structure, C5H7NOS in a non-equilibrium geometry.

XYZ file:
```
15
C5H7NOS, DFT ωB97M-V with the def2-TZVPD basis set
C -2.12515 -0.16658 0.81626
C -0.01216 -0.01922 -1.27399
C 0.30946 1.40681 -0.99335
C 1.04719 -0.81751 -0.62121
C 1.63872 -0.09102 0.52161
H -1.30590 0.67916 1.35019
H -2.25960 -1.22221 1.76232
H -3.30817 0.16952 0.70270
H 0.14551 -0.45768 -2.39136
H 1.00373 0.18641 1.36178
H 2.06365 0.97811 0.41791
H 2.52766 -0.84680 1.14037
N 0.67639 2.47807 -0.74548
O 1.49732 -1.90216 -0.93017
S -1.89864 -0.37491 -1.11758
```

Results
Relative energy (zero: lowest compared OMol25 entry of this formula, charge and spin) in kcal/mol: 121.98
Largest force on an atom in eV Å⁻¹: 6.289
Kohn-Sham gap in eV: 9.508

Mulliken atomic charge list, values in e, 8 entries: number 1, C, carries -0.714; number 2, C, carries -0.101; number 3, C, carries 0.169; number 4, C, carries 0.669; number 5, C, carries -1.101; number 6, H, carries 0.223; number 7, H, carries 0.262; number 8, H, carries 0.282

---

[5]
The following is a DFT calculation (ωB97M-V with the def2-TZVPD basis set) of 2 unconnected molecules or ions with the total composition C11H18 in a non-equilibrium geometry.

XYZ file:
```
29
C11H18, DFT ωB97M-V with the def2-TZVPD basis set
C 0.17826 1.20998 1.70790
C 0.21988 2.63173 1.15779
C 1.14532 0.21614 1.04490
C 0.27801 1.21694 3.24214
H -0.78186 0.71175 1.50589
H 0.31840 2.65801 0.07512
H 2.05180 0.01498 1.61995
H 0.63812 -0.74653 1.03763
H 1.42078 0.52761 0.03639
H 1.32994 1.40381 3.48394
H -0.39265 1.94225 3.68861
H 1.16748 3.05397 1.51466
H -0.65691 3.22382 1.40845
H 0.01712 0.22891 3.63304
C -0.44869 0.44999 -3.13976
C -1.39667 -0.69717 -1.13427
C -0.46961 -0.73682 -2.20081
C -1.36906 -1.68418 -0.17646
C -0.54889 -2.83479 -0.33344
C 0.50487 -1.69832 -2.19441
C 0.45898 -2.76137 -1.25062
H -2.11574 0.10737 -1.19082
H -2.13017 -1.61668 0.59525
H -0.82841 1.37487 -2.71446
H -0.92503 0.17141 -4.08182
H -0.69987 -3.67393 0.32713
H 1.31995 -1.73910 -2.90710
H 1.11001 -3.61526 -1.40080
H 0.60466 0.66059 -3.35402
```

Results
Relative energy (zero: lowest compared OMol25 entry of this formula, charge and spin) in kcal/mol: 15.65
SMILES: Cc1ccccc1.CC(C)C
Largest force on an atom in eV Å⁻¹: 1.947
Kohn-Sham gap in eV: 10.072

Mulliken atomic charge list, values in e, 8 entries: number 1, C, carries 1.154; number 2, C, carries -1.431; number 3, C, carries -1.132; number 4, C, carries -1.562; number 5, H, carries -0.050; number 6, H, carries 0.331; number 7, H, carries 0.448; number 8, H, carries 0.114

---

[6]
The following is a DFT calculation (ωB97M-V with the def2-TZVPD basis set) of a molecular structure, C16H40CaCrF9O20S3 in a non-equilibrium geometry.

XYZ file:
```
90
C16H40CaCrF9O20S3, DFT ωB97M-V with the def2-TZVPD basis set
Ca -3.97126 2.09858 -1.78917
Cr -2.45046 -2.91353 0.92458
C -5.48941 -2.30941 -2.91110
F -4.71854 -2.01306 -3.93184
F -6.71576 -1.78150 -3.23170
F -5.73807 -3.65032 -2.73361
S -4.85786 -1.41752 -1.27315
O -3.75970 -2.22778 -0.70449
O -4.56067 0.03047 -1.47140
O -6.03954 -1.40573 -0.39771
C -3.76163 0.32073 4.07882
F -3.50714 1.36602 3.31918
F -2.61375 -0.10284 4.57041
F -4.57624 0.67595 5.00924
S -4.54710 -1.21533 3.12003
O -3.57213 -1.66168 2.19831
O -4.78266 -2.20289 4.16661
O -5.83987 -0.76635 2.57896
C 0.01292 -0.04095 -1.32274
F 0.98188 -0.72533 -0.73790
F 0.56541 1.07899 -1.78363
F -0.63646 -0.85814 -2.23337
S -1.26207 0.42303 0.12983
O -1.67142 -0.94869 0.52799
O -0.33678 1.06576 1.13150
O -2.42383 1.19738 -0.44638
C 1.56401 -2.60151 -3.49006
O 1.46815 -3.93764 -3.85410
H 0.79266 -1.96263 -3.92012
H 1.56521 -2.37518 -2.42382
H 2.56810 -2.36294 -3.84074
H 2.30128 -4.31462 -4.14630
C -1.48711 4.82904 -0.48809
C -2.77214 4.72334 0.40368
O -3.58758 3.50509 0.10871
O -0.78638 3.66343 -0.73940
H -0.85230 5.61927 -0.08729
H -1.90322 5.24076 -1.40756
H -3.41640 5.59115 0.26252
H -2.39714 4.93250 1.40555
H -3.73296 3.18989 1.00376
H -0.17594 3.45324 -0.02891
C 3.83546 -2.87225 1.23946
C 5.09281 -2.81251 0.37841
O 4.72419 -2.86932 -1.01970
O 2.82919 -1.96574 0.79334
H 3.88820 -2.69293 2.31332
H 3.35347 -3.84260 1.12030
H 5.62484 -3.72823 0.63628
H 5.64419 -1.89232 0.57167
H 5.17984 -2.32536 -1.66630
H 3.04540 -1.74883 -0.11649
C -0.08338 4.25235 4.08912
C -0.97745 3.01576 3.89495
O -0.08012 1.92907 3.59200
O 0.29380 4.46533 5.45528
H -0.60392 5.14839 3.75111
H 0.80631 4.17921 3.46367
H -1.74109 3.17424 3.13347
H -1.38501 2.77120 4.87586
H -0.28991 1.52349 2.74755
H 0.85583 3.76872 5.80236
C -1.09006 -4.98398 -1.16982
C -0.01741 -4.54115 -0.17777
O -0.28783 -3.23953 0.46332
O -2.33238 -4.73983 -0.43262
H -0.91548 -6.04515 -1.34743
H -1.13118 -4.48385 -2.13744
H 1.01277 -4.71085 -0.49087
H -0.08535 -5.14596 0.72650
H 0.57706 -2.85586 0.62569
H -3.01643 -5.23604 -0.88810
C 3.58726 0.62734 -3.11997
C 5.01193 0.14103 -3.47931
O 4.97634 -1.28303 -3.50514
H 2.86042 0.21529 -3.81997
H 3.42805 1.70564 -3.12421
H 3.28277 0.34029 -2.11349
H 5.86143 0.49212 -2.89348
H 5.14918 0.41379 -4.52566
H 4.51136 -1.41286 -4.33492
C 3.83983 3.30060 0.62334
C 2.40601 2.92671 0.27670
O 1.42732 3.47860 1.14622
H 4.52715 2.92162 -0.13301
H 4.10648 3.22202 1.67729
H 3.91211 4.37192 0.43584
H 2.37586 1.83717 0.28615
H 2.16245 3.25144 -0.73489
H 0.97117 2.74565 1.56611
```

Results
Multiplicity: 5
Charge: +1
Largest force on an atom in eV Å⁻¹: 7.919
Kohn-Sham gap (spin up / spin down) in eV: 6.428 / 6.442
⟨S²⟩: 6.004

Mulliken atomic charge list, values in e, 8 entries: number 1, Ca, carries 1.532; number 2, Cr, carries 0.883; number 3, C, carries 0.436; number 4, F, carries -0.180; number 5, F, carries -0.196; number 6, F, carries -0.177; number 7, S, carries 0.736; number 8, O, carries -0.173